(1)
The following is a quantum chemistry calculation of a structure of composition C32H35BN10O4S2Ti at a distorted geometry, from the Open Molecules 2025 dataset.

Summary:
Kohn-Sham gap (alpha / beta) ... 5.42 / 5.42 eV
⟨S²⟩ ... 0.752
Energy above the lowest of the compared OMol25 structures with the same formula, charge and spin ... 39.4 kJ/mol

Geometry as ORCA input:
```
! RIJCOSX wB97M-V def2-TZVPD def2/J DEFGRID3
* xyz -1 2
Ti 1.006 -0.259 0.927
C 1.558 -0.543 4.645
C 0.157 -0.473 4.138
C -1.020 -0.491 4.896
C -2.054 -0.455 3.977
C -3.524 -0.494 4.232
N -1.511 -0.398 2.750
N -0.156 -0.407 2.845
B -2.237 -0.617 1.395
N -2.008 0.592 0.478
N -0.757 1.078 0.264
C -0.899 2.135 -0.547
C 0.199 2.995 -1.072
C -2.244 2.320 -0.851
C -2.916 1.307 -0.200
C -4.366 0.977 -0.288
N -1.729 -1.898 0.756
N -0.413 -2.243 0.839
C -0.301 -3.447 0.272
C 0.957 -4.247 0.222
C -1.547 -3.858 -0.211
C -2.422 -2.838 0.089
C -3.842 -2.682 -0.328
H 1.543 -0.634 5.732
H 2.085 -1.394 4.218
H 2.136 0.341 4.375
H -1.103 -0.547 5.968
H -3.709 -0.378 5.299
H -4.044 0.300 3.699
H -3.953 -1.443 3.909
H -3.407 -0.702 1.621
H 0.905 3.290 -0.298
H 0.740 2.493 -1.873
H -0.239 3.903 -1.487
H -2.664 3.066 -1.504
H -4.922 1.863 -0.590
H -4.516 0.209 -1.049
H -4.770 0.612 0.654
H 1.695 -3.896 0.932
H 0.723 -5.291 0.444
H 1.397 -4.205 -0.776
H -1.773 -4.769 -0.739
H -4.246 -3.650 -0.624
H -4.467 -2.268 0.463
H -3.883 -2.019 -1.197
O 3.620 -2.807 1.795
S 3.365 -1.587 1.074
O 4.480 -1.045 0.335
O 2.764 -0.522 1.998
O 2.136 -1.740 0.157
C 3.666 0.869 -2.426
C 2.544 0.435 -1.710
N 2.266 0.906 -0.508
C 3.080 1.819 0.050
C 4.229 2.299 -0.584
C 4.515 1.783 -1.860
C 5.031 3.283 0.076
C 4.665 3.794 1.273
C 3.463 3.357 1.918
C 2.977 3.901 3.116
C 1.783 3.454 3.625
C 1.100 2.425 2.965
N 1.551 1.868 1.862
C 2.690 2.351 1.322
H 3.846 0.455 -3.408
H 1.849 -0.293 -2.121
H 5.403 2.120 -2.382
H 5.936 3.619 -0.416
H 5.266 4.550 1.763
H 3.542 4.678 3.618
H 1.367 3.863 4.535
H 0.172 2.030 3.361
C -0.268 -1.367 -7.347
C -1.220 -1.299 -6.185
C -2.593 -1.439 -6.361
C -3.353 -1.360 -5.201
N -2.845 -1.170 -4.001
C -1.486 -1.053 -3.905
S -0.810 -0.799 -2.362
N -0.676 -1.109 -4.995
H -0.795 -1.435 -8.299
H 0.383 -2.237 -7.240
H 0.372 -0.484 -7.350
H -3.040 -1.596 -7.333
H -4.436 -1.456 -5.251
*
```

Here are the Löwdin charges for atoms 1 to 6, given in e: Ti 1.063; C -0.023; C -0.329; C 0.011; C -0.273; C -0.029



(2)
The following is a quantum chemistry calculation of a cluster of 6 separate species, C32H36BClO2 in total, from the Open Molecules 2025 dataset.

Summary:
Kohn-Sham gap ... 9.58 eV
Structure (SMILES) ... COCB(O)Cl.c1ccccc1.c1ccccc1.c1ccccc1.c1ccccc1.c1ccccc1

Geometry as ORCA input:
```
! RIJCOSX wB97M-V def2-TZVPD def2/J DEFGRID3
* xyz 0 1
C 5.412 -5.283 0.297
O 4.134 -5.331 0.898
C 3.164 -4.426 0.379
B 1.847 -5.230 -0.003
O 1.320 -5.267 -1.250
Cl 0.991 -6.074 1.286
H 5.773 -6.303 0.161
H 6.112 -4.773 0.961
H 5.407 -4.804 -0.682
H 3.530 -3.847 -0.473
H 2.878 -3.718 1.162
H 1.998 -5.074 -1.903
C 1.346 -1.273 0.559
C 1.426 -0.117 -0.204
C 1.796 1.082 0.390
C 2.085 1.123 1.747
C 1.998 -0.033 2.512
C 1.629 -1.232 1.918
H 1.059 -2.208 0.092
H 1.198 -0.149 -1.262
H 1.858 1.984 -0.205
H 2.375 2.058 2.210
H 2.216 0.000 3.572
H 1.560 -2.132 2.515
C 5.839 -1.145 3.602
C 6.785 -0.612 4.466
C 7.843 -1.395 4.906
C 7.955 -2.712 4.483
C 7.006 -3.247 3.622
C 5.949 -2.463 3.182
H 5.015 -0.534 3.255
H 6.698 0.415 4.798
H 8.582 -0.979 5.578
H 8.781 -3.322 4.825
H 7.090 -4.276 3.297
H 5.208 -2.879 2.510
C -3.478 2.770 -2.562
C -3.706 1.555 -3.193
C -2.993 0.428 -2.807
C -2.049 0.518 -1.794
C -1.816 1.734 -1.168
C -2.532 2.860 -1.551
H -4.039 3.647 -2.860
H -4.442 1.487 -3.984
H -3.173 -0.521 -3.297
H -1.494 -0.361 -1.489
H -1.077 1.805 -0.379
H -2.352 3.808 -1.059
C -1.858 3.878 4.573
C -3.202 4.037 4.266
C -3.784 3.263 3.272
C -3.021 2.331 2.582
C -1.676 2.177 2.885
C -1.094 2.949 3.881
H -1.406 4.479 5.351
H -3.797 4.765 4.803
H -4.833 3.386 3.034
H -3.473 1.726 1.806
H -1.077 1.452 2.345
H -0.045 2.825 4.117
C -7.451 3.469 -7.142
C -6.087 3.219 -7.177
C -5.589 2.014 -6.702
C -6.457 1.060 -6.189
C -7.821 1.311 -6.149
C -8.318 2.516 -6.627
H -7.840 4.407 -7.516
H -5.410 3.965 -7.575
H -4.525 1.819 -6.731
H -6.069 0.118 -5.820
H -8.497 0.569 -5.745
H -9.382 2.712 -6.597
*
```

Here are the Löwdin charges for atoms 1 to 6, given in e: C -0.098; O -0.204; C -0.195; B -0.931; O 0.109; Cl 0.729



(3)
The following is a quantum chemistry calculation of a structure of composition C32H36BrCl2O5PPb at a distorted geometry, from the Open Molecules 2025 dataset.

Summary:
Kohn-Sham gap ... 5.27 eV

Geometry as ORCA input:
```
! RIJCOSX wB97M-V def2-TZVPD def2/J DEFGRID3
* xyz 2 1
Pb 0.232 -0.050 0.160
C -1.116 2.581 3.655
C 0.040 2.374 2.734
C 1.075 1.498 3.061
C 2.180 1.347 2.229
C 3.393 0.607 2.689
C 2.190 2.018 0.994
C 1.200 2.972 0.687
C 1.374 3.893 -0.475
C 0.133 3.122 1.562
H -1.169 3.626 3.956
H -1.026 1.975 4.552
H -2.050 2.340 3.150
H 1.059 0.991 4.015
H 4.022 1.297 3.257
H 3.983 0.241 1.853
H 3.143 -0.221 3.349
H 3.074 1.954 0.373
H 1.835 4.815 -0.119
H 0.421 4.157 -0.921
H 2.024 3.468 -1.234
H -0.618 3.871 1.362
Cl -4.068 4.016 -5.713
C -3.216 3.280 -4.427
C -3.113 3.976 -3.191
C -2.437 3.442 -2.140
Cl -2.339 4.337 -0.683
C -1.744 2.161 -2.203
O -1.117 1.707 -1.235
C -1.885 1.472 -3.500
C -1.308 0.243 -3.691
O -0.487 -0.264 -2.794
C -2.636 2.057 -4.567
H -3.587 4.943 -3.099
H -1.521 -0.313 -4.599
H -2.702 1.524 -5.502
Br 1.969 -2.149 1.311
C 2.195 -3.264 -0.230
C 2.988 -4.378 -0.130
C 3.159 -5.200 -1.250
C 2.561 -4.890 -2.455
C 1.747 -3.765 -2.579
C 1.223 -3.357 -3.852
C 0.414 -2.291 -3.977
C -0.096 -1.625 -2.748
C 0.689 -1.799 -1.505
C 1.510 -2.921 -1.431
H 3.477 -4.626 0.800
H 3.784 -6.077 -1.171
H 2.729 -5.521 -3.315
H 1.542 -3.913 -4.721
H 0.052 -1.957 -4.933
H -1.009 -2.221 -2.500
C -4.865 -3.590 -0.078
C -3.868 -3.646 1.066
O -3.467 -2.330 1.444
P -2.234 -1.444 0.898
O -1.142 -1.499 2.096
C -1.477 -1.425 3.500
C -0.370 -2.082 4.301
O -2.864 0.000 1.223
C -3.991 0.523 0.515
C -4.216 1.949 0.974
H -5.218 -4.588 -0.314
H -4.401 -3.159 -0.963
H -5.717 -2.978 0.203
H -2.995 -4.252 0.808
H -4.336 -4.072 1.958
H -2.430 -1.931 3.666
H -1.582 -0.372 3.765
H -0.274 -3.131 4.036
H -0.602 -2.017 5.360
H 0.580 -1.590 4.113
H -4.867 -0.094 0.728
H -3.785 0.495 -0.561
H -4.464 1.967 2.031
H -5.035 2.388 0.410
H -3.313 2.529 0.807
*
```

Here are the Löwdin charges for atoms 1 to 6, given in e: Pb 1.445; C -0.021; C -0.256; C -0.031; C -0.356; C -0.074



(4)
The following is a quantum chemistry calculation of a structure of composition C32H36Cl2GaN3O5S, from the Open Molecules 2025 dataset.

Summary:
Kohn-Sham gap ... 6.54 eV
Energy above the lowest of the compared OMol25 structures with the same formula, charge and spin ... 44.6 kJ/mol

Geometry as ORCA input:
```
! RIJCOSX wB97M-V def2-TZVPD def2/J DEFGRID3
* xyz 2 1
Ga -0.332 -0.506 0.278
O 2.472 -0.317 -5.880
C 1.615 0.724 -5.499
C 1.066 0.421 -4.137
C 0.131 1.266 -3.544
C -0.334 0.980 -2.283
N 0.085 -0.094 -1.590
C 0.961 -0.947 -2.173
C 1.467 -0.710 -3.435
C 1.329 -2.141 -1.367
C 2.130 -3.173 -1.819
C 2.403 -4.229 -0.955
C 3.284 -5.368 -1.384
O 3.501 -5.275 -2.767
C 1.859 -4.208 0.328
C 1.069 -3.146 0.710
N 0.809 -2.138 -0.132
H 2.842 -0.137 -6.750
H 0.770 0.839 -6.192
H 2.136 1.689 -5.446
H -0.238 2.146 -4.049
H -1.065 1.611 -1.808
H 2.172 -1.392 -3.880
H 2.534 -3.189 -2.817
H 2.800 -6.313 -1.104
H 4.223 -5.293 -0.817
H 4.123 -5.953 -3.046
H 2.048 -5.007 1.029
H 0.647 -3.069 1.705
Cl -1.789 1.782 0.737
C -0.993 3.181 -0.027
C -1.774 4.039 -0.769
C -1.127 5.011 -1.521
C 0.258 5.018 -1.573
C 1.012 4.113 -0.836
Cl 2.717 4.044 -1.109
C 0.399 3.211 0.049
N 1.051 2.292 0.847
C 2.257 2.573 1.570
C 2.569 3.846 2.012
C 3.715 4.038 2.768
C 4.525 2.960 3.094
C 4.189 1.686 2.669
C 3.052 1.477 1.899
C 2.652 0.094 1.453
C 1.565 -0.474 2.354
O 1.809 -1.075 3.358
O 0.275 -0.284 1.974
H -2.850 3.952 -0.756
H -1.694 5.730 -2.091
H 0.782 5.719 -2.205
H 0.401 1.829 1.470
H 1.931 4.683 1.767
H 3.968 5.030 3.113
H 5.414 3.111 3.687
H 4.812 0.843 2.935
H 3.506 -0.581 1.531
H 2.338 0.137 0.403
C -6.495 -0.860 -0.235
C -5.197 -0.892 0.560
C -4.459 -2.198 0.316
S -2.837 -2.397 1.032
O -2.034 -1.236 0.372
C -3.070 -1.964 2.767
C -2.963 -0.493 3.145
C -3.122 -0.339 4.651
H -7.036 0.065 -0.054
H -7.149 -1.684 0.043
H -6.302 -0.931 -1.304
H -5.409 -0.782 1.625
H -4.554 -0.055 0.272
H -4.278 -2.373 -0.749
H -5.009 -3.071 0.679
H -2.329 -2.555 3.309
H -4.050 -2.385 3.009
H -3.721 0.093 2.622
H -1.984 -0.118 2.846
H -4.089 -0.702 4.994
H -3.040 0.708 4.939
H -2.346 -0.888 5.184
*
```

Here are the Löwdin charges for atoms 1 to 6, given in e: Ga 0.324; O -0.032; C -0.192; C -0.118; C 0.048; C -0.046



(5)
The following is a quantum chemistry calculation of a structure of composition C32H36Cl3FGeN7O8PRb, from the Open Molecules 2025 dataset.

Summary:
Kohn-Sham gap (alpha / beta) ... 5.39 / 7.24 eV
⟨S²⟩ ... 0.754
Energy above the lowest of the compared OMol25 structures with the same formula, charge and spin ... 73.8 kJ/mol

Geometry as ORCA input:
```
! RIJCOSX wB97M-V def2-TZVPD def2/J DEFGRID3
* xyz -2 2
Rb 0.213 0.802 -1.036
N 1.510 5.717 -0.431
C 0.714 4.675 -0.143
N 1.180 3.591 -0.703
C 2.291 4.031 -1.358
N 2.532 5.321 -1.218
C 3.116 3.160 -2.219
C 4.301 3.616 -2.787
N 5.008 2.870 -3.629
C 4.501 1.673 -3.914
C 3.324 1.212 -3.339
N 2.640 1.947 -2.474
H 1.407 6.681 -0.179
H -0.182 4.752 0.456
H 4.672 4.607 -2.552
H 5.040 1.056 -4.624
H 2.903 0.245 -3.600
O -4.153 3.366 -0.388
C -3.237 2.632 -0.003
O -2.572 1.769 -0.651
C -2.808 2.756 1.490
P -1.591 1.436 1.830
C -1.322 1.585 3.647
C -1.710 0.638 4.593
C -1.352 0.774 5.931
C -0.607 1.867 6.348
C -0.215 2.822 5.417
C -0.560 2.673 4.084
C -2.614 -0.081 1.745
C -1.940 -1.291 1.605
C -2.637 -2.487 1.496
C -4.023 -2.486 1.505
C -4.706 -1.281 1.618
C -4.008 -0.089 1.742
H -3.687 2.742 2.136
H -2.329 3.727 1.649
H -2.293 -0.222 4.286
H -1.637 0.007 6.638
H -0.323 1.967 7.389
H 0.378 3.674 5.727
H -0.209 3.401 3.359
H -0.859 -1.292 1.512
H -2.090 -3.415 1.380
H -4.571 -3.415 1.402
H -5.790 -1.267 1.593
H -4.562 0.839 1.799
Cl 1.394 0.848 -6.573
Ge -0.305 0.289 -5.155
Cl -1.501 -1.088 -6.776
Cl -0.205 2.249 -3.866
C -3.613 -1.972 -2.427
C -2.471 -1.096 -1.949
O -2.313 0.038 -2.781
H -3.718 -2.857 -1.792
H -3.439 -2.294 -3.457
H -4.550 -1.412 -2.397
H -1.533 -1.660 -1.968
H -2.637 -0.780 -0.917
H -2.556 0.826 -2.256
C 1.961 -2.382 -2.939
C 1.068 -2.158 -4.153
C -0.049 -3.202 -4.149
C 1.892 -2.281 -5.432
O 0.577 -0.812 -4.004
H 2.317 -3.417 -2.918
H 1.418 -2.185 -2.015
H 2.835 -1.724 -2.969
H 0.388 -4.193 -4.314
H -0.773 -3.010 -4.934
H -0.561 -3.220 -3.190
H 2.372 -3.264 -5.467
H 2.662 -1.509 -5.465
H 1.263 -2.167 -6.316
F -0.431 -3.961 4.136
C 0.592 -3.095 4.111
C 1.228 -2.797 2.971
N 2.311 -1.950 2.933
C 2.994 -1.720 1.643
C 2.109 -0.920 0.643
O 1.031 -1.479 0.302
O 2.538 0.184 0.285
C 2.775 -1.331 4.070
O 3.753 -0.610 4.123
N 2.059 -1.643 5.221
C 0.997 -2.518 5.377
O 0.522 -2.763 6.470
H 0.931 -3.193 2.010
H 3.231 -2.703 1.231
H 3.907 -1.182 1.866
H 2.388 -1.189 6.058
*
```

Here are the Löwdin charges for atoms 1 to 6, given in e: Rb 0.755; N 0.007; C -0.148; N 0.102; C -0.309; N 0.110



(6)
The following is a quantum chemistry calculation of a structure of composition C32H36Cl3FGeN7O8PRb, from the Open Molecules 2025 dataset.

Summary:
Kohn-Sham gap (alpha / beta) ... 5.76 / 7.75 eV
⟨S²⟩ ... 0.754
Energy above the lowest of the compared OMol25 structures with the same formula, charge and spin ... 0.0 kJ/mol

Geometry as ORCA input:
```
! RIJCOSX wB97M-V def2-TZVPD def2/J DEFGRID3
* xyz -2 2
Rb 0.063 0.023 -0.391
N 2.635 -3.059 1.056
C 1.540 -3.182 0.307
N 0.478 -2.723 0.944
C 1.015 -2.289 2.116
N 2.319 -2.463 2.220
C 0.240 -1.541 3.121
C 0.512 -1.619 4.483
N -0.147 -0.886 5.374
C -1.076 -0.065 4.890
C -1.354 0.019 3.531
N -0.697 -0.722 2.649
H 3.599 -3.017 0.643
H 1.558 -3.579 -0.695
H 1.286 -2.285 4.846
H -1.609 0.557 5.598
H -2.087 0.714 3.138
O -1.378 -1.221 -2.456
C -2.158 -0.262 -2.655
O -1.878 0.835 -3.194
C -3.602 -0.433 -2.151
P -3.610 -1.475 -0.633
C -5.407 -1.512 -0.225
C -6.323 -0.546 -0.636
C -7.646 -0.586 -0.209
C -8.081 -1.593 0.637
C -7.176 -2.560 1.062
C -5.859 -2.513 0.642
C -3.460 -3.175 -1.326
C -4.398 -3.739 -2.188
C -4.232 -5.028 -2.674
C -3.120 -5.772 -2.298
C -2.181 -5.220 -1.438
C -2.350 -3.928 -0.955
H -4.213 -0.870 -2.947
H -3.995 0.553 -1.909
H -6.005 0.254 -1.291
H -8.337 0.181 -0.540
H -9.111 -1.622 0.970
H -7.499 -3.350 1.730
H -5.160 -3.268 0.985
H -5.273 -3.166 -2.475
H -4.969 -5.452 -3.345
H -2.988 -6.779 -2.676
H -1.311 -5.793 -1.142
H -1.611 -3.494 -0.291
Cl -2.676 1.765 0.669
Ge -1.091 3.529 0.921
Cl -1.565 3.911 3.156
Cl -0.385 5.699 0.183
C 1.298 2.065 -3.005
C 0.390 3.180 -2.507
O -0.635 2.686 -1.662
H 2.012 2.438 -3.743
H 0.696 1.275 -3.460
H 1.872 1.643 -2.175
H -0.054 3.710 -3.359
H 0.949 3.914 -1.924
H -1.227 2.115 -2.203
C 1.846 4.158 2.314
C 1.696 2.777 1.686
C 1.851 1.698 2.753
C 2.757 2.608 0.601
O 0.426 2.558 1.048
H 2.828 4.225 2.791
H 1.081 4.331 3.069
H 1.772 4.940 1.560
H 2.821 1.785 3.249
H 1.796 0.707 2.298
H 1.059 1.792 3.498
H 3.756 2.772 1.022
H 2.590 3.344 -0.189
H 2.748 1.605 0.170
F 4.140 3.571 -2.678
C 4.992 2.903 -1.890
C 4.997 1.567 -1.835
N 5.890 0.871 -1.052
C 5.923 -0.588 -1.105
C 4.638 -1.292 -0.621
O 4.832 -2.508 -0.348
O 3.583 -0.640 -0.569
C 6.775 1.520 -0.224
O 7.595 0.966 0.483
N 6.701 2.902 -0.279
C 5.892 3.701 -1.079
O 5.980 4.911 -1.064
H 4.293 0.969 -2.394
H 6.757 -0.914 -0.494
H 6.110 -0.903 -2.135
H 7.349 3.385 0.324
*
```

Here are the Löwdin charges for atoms 1 to 6, given in e: Rb 0.722; N 0.027; C -0.183; N 0.087; C -0.366; N 0.137



Asked for M across the records above, the calculation gives 746.51; 498.90; 889.62; 715.35; 961.09; 961.09 g/mol in order.
Asked for energy across the records above, the calculation gives -3760.0313; -1876.5395; -5645.2382; -5024.4340; -6149.4023; -6149.4304 Eh in order.